ORCA calculation (wB97M-V/def2-TZVPD) on a cluster of 13 separate species, C37H71BrCl24F3N2O3 in total in a non-equilibrium geometry.

Structure (ORCA input):
```
! wB97M-V def2-TZVPD RIJCOSX def2/J DEFGRID3
* xyz 1 1
C -0.07 7.16 2.61
C 1.41 7.49 2.29
C 1.70 8.09 0.87
Br 0.07 8.95 0.18
C 2.41 7.17 -0.14
O 2.50 7.67 -1.44
C 1.44 7.35 -2.32
C 0.69 6.02 -2.10
N 0.63 5.57 -0.68
N -0.06 4.31 -0.65
C -1.53 4.50 -0.75
C 0.14 3.49 0.56
C 0.02 3.97 2.00
O 0.35 2.36 0.37
C 1.99 5.66 -0.11
C 3.11 4.93 -0.91
C 2.95 3.41 -1.09
O 3.87 3.04 -2.12
C 3.43 2.64 0.16
F 3.00 3.15 1.29
F 4.74 2.59 0.17
F 3.05 1.38 0.05
H -0.62 8.04 2.92
H -0.03 6.51 3.49
H -0.57 6.58 1.83
H 2.07 6.65 2.55
H 1.66 8.28 3.00
H 2.38 8.92 1.04
H 3.45 7.13 0.21
H 0.69 8.15 -2.35
H 1.85 7.32 -3.33
H 1.14 5.26 -2.73
H -0.30 6.15 -2.52
H 0.04 6.27 -0.20
H -1.79 5.50 -1.12
H -1.94 3.75 -1.42
H -2.04 4.38 0.21
H 0.10 3.10 2.64
H 0.81 4.66 2.31
H -0.98 4.39 2.20
H 2.12 5.35 0.92
H 4.01 5.08 -0.31
H 3.30 5.36 -1.89
H 1.98 3.07 -1.43
H 3.39 2.56 -2.80
Cl 5.78 -2.06 2.24
C 6.29 -0.57 1.39
C 7.28 -0.85 0.30
Cl 8.86 -1.37 0.93
H 6.69 0.11 2.14
H 5.38 -0.13 0.97
H 7.46 0.06 -0.27
H 6.92 -1.61 -0.39
Cl 5.57 -7.71 1.61
C 6.70 -6.38 1.99
C 6.68 -5.31 0.94
Cl 7.38 -5.86 -0.61
H 7.69 -6.81 2.11
H 6.39 -5.96 2.95
H 7.28 -4.46 1.26
H 5.67 -4.96 0.74
Cl -1.42 3.71 -4.24
C -1.28 1.92 -4.21
C -2.58 1.25 -4.57
Cl -3.83 1.49 -3.31
H -0.94 1.63 -3.21
H -0.51 1.65 -4.93
H -2.43 0.18 -4.66
H -2.98 1.62 -5.51
Cl -2.30 7.54 4.75
C -3.56 6.29 4.90
C -3.15 5.00 4.24
Cl -3.08 5.15 2.45
H -4.48 6.68 4.47
H -3.72 6.12 5.96
H -3.88 4.22 4.46
H -2.18 4.66 4.58
Cl -5.51 -2.21 -7.90
C -3.86 -2.75 -7.50
C -3.16 -1.80 -6.56
Cl -2.79 -0.23 -7.33
H -3.31 -2.87 -8.44
H -3.94 -3.73 -7.04
H -2.21 -2.23 -6.24
H -3.76 -1.61 -5.68
Cl -5.91 -4.09 -1.02
C -4.80 -2.73 -0.75
C -4.96 -1.65 -1.80
Cl -4.42 -2.18 -3.41
H -3.79 -3.12 -0.74
H -5.02 -2.32 0.23
H -4.36 -0.78 -1.53
H -6.00 -1.33 -1.88
Cl -5.88 -5.46 -6.27
C -6.26 -6.68 -7.51
C -5.20 -7.74 -7.61
Cl -3.67 -7.11 -8.26
H -6.40 -6.16 -8.46
H -7.22 -7.13 -7.23
H -5.54 -8.53 -8.28
H -4.99 -8.19 -6.64
Cl -2.43 3.55 6.77
C -0.75 2.98 6.94
C 0.08 3.91 7.78
Cl 0.36 5.47 6.94
H -0.33 2.86 5.94
H -0.79 2.00 7.41
H 1.06 3.47 7.96
H -0.39 4.12 8.73
Cl -10.01 -4.99 1.82
C -8.59 -5.90 1.25
C -8.92 -7.34 0.91
Cl -9.33 -8.29 2.36
H -7.82 -5.84 2.02
H -8.22 -5.39 0.36
H -8.06 -7.82 0.45
H -9.76 -7.40 0.22
Cl -7.00 -9.13 -1.29
C -6.88 -10.91 -1.23
C -8.19 -11.57 -1.58
Cl -9.43 -11.30 -0.34
H -6.55 -11.19 -0.23
H -6.11 -11.20 -1.94
H -8.04 -12.65 -1.66
H -8.57 -11.21 -2.53
Cl 4.51 -1.94 7.08
C 4.25 -1.07 5.55
C 4.62 0.39 5.66
Cl 3.50 1.29 6.72
H 3.21 -1.20 5.26
H 4.88 -1.55 4.80
H 4.58 0.86 4.68
H 5.63 0.52 6.06
Cl 10.26 -6.17 1.89
C 10.51 -5.16 0.44
C 11.94 -4.68 0.33
Cl 12.34 -3.49 1.60
H 9.81 -4.33 0.49
H 10.26 -5.77 -0.42
H 12.08 -4.17 -0.62
H 12.65 -5.50 0.39
*
```

Calculated values
LUMO level: -2.22 eV
HOMO energy: -11.34 eV
frontier orbital gap: 9.12 eV